1.
A cluster of 2 separate species, C33H42BN2O6P in total at a distorted geometry. Source: the OMol25 dataset; level of theory: ωB97M-V with the def2-TZVPD basis set.

Cartesian coordinates (Å):
C (4.62599, 3.24514, -3.09533)
C (3.14008, 2.83826, -3.51419)
C (2.02647, 3.54178, -2.61002)
C (0.66197, 3.73869, -3.39774)
C (-0.42536, 2.63211, -3.03698)
C (-0.88880, 2.85813, -1.51502)
C (-0.49161, 1.63882, -0.59415)
N (0.47451, 1.88414, 0.32525)
C (0.70371, 0.71160, 1.04681)
C (1.72535, 0.79582, 2.15098)
C (2.06539, -0.35494, 3.00117)
B (3.13285, -0.07513, 4.15477)
O (3.61599, 1.25098, 4.30156)
O (3.64520, -1.02541, 5.08155)
C (1.40765, -1.69134, 2.80071)
C (1.67364, -2.94807, 3.67336)
C (3.10760, -3.60804, 3.49606)
C (3.83279, -3.29634, 2.12896)
C (5.03561, -2.29394, 2.33844)
C (5.21635, -1.05165, 1.58494)
C (6.38251, -0.18993, 1.90894)
C (7.36747, -0.53008, 2.93443)
C (7.19016, -1.77515, 3.70280)
C (6.05043, -2.62036, 3.37481)
C (0.41183, -1.78058, 1.70659)
P (-0.49608, -3.39941, 1.31944)
O (-1.39104, -3.89123, 2.67859)
O (0.65490, -4.58382, 0.90058)
C (0.06191, -0.59429, 0.84220)
N (-0.91887, -0.77942, -0.12999)
C (-1.21100, 0.33950, -0.83572)
C (-2.34111, 0.20022, -1.93006)
C (-3.60616, 1.11534, -1.65423)
C (-2.87433, -1.30907, -1.94331)
C (-3.81818, -1.64171, -0.70142)
H (5.19818, 3.36640, -4.06299)
H (4.65151, 4.22835, -2.55600)
H (5.06526, 2.41258, -2.47239)
H (2.94525, 3.16379, -4.57429)
H (2.97403, 1.73132, -3.40829)
H (1.89555, 2.86923, -1.71074)
H (2.44312, 4.51395, -2.20860)
H (0.28581, 4.77133, -3.11963)
H (0.84601, 3.77621, -4.50840)
H (-1.28519, 2.74992, -3.74426)
H (0.06886, 1.62622, -3.06396)
H (-0.29826, 3.75540, -1.15980)
H (-1.96526, 3.14294, -1.41529)
H (2.22468, 1.78055, 2.33291)
H (4.07349, 1.27830, 5.16099)
H (2.93412, -1.27361, 5.69818)
H (0.90717, -3.76331, 3.54973)
H (1.58047, -2.63159, 4.75761)
H (2.95458, -4.73026, 3.53054)
H (3.71903, -3.37410, 4.40909)
H (4.32671, -4.26259, 1.80169)
H (3.15735, -2.99969, 1.28828)
H (4.48104, -0.76029, 0.80129)
H (6.56470, 0.76634, 1.34790)
H (8.24838, 0.10979, 3.19599)
H (7.90263, -2.05708, 4.51432)
H (5.88453, -3.56887, 3.95646)
H (-1.08101, -4.79571, 2.88652)
H (0.40975, -4.95441, 0.03369)
H (-1.93581, 0.36196, -2.97324)
H (-3.79953, 1.33132, -0.57320)
H (-3.51053, 2.04801, -2.28365)
H (-4.52887, 0.59312, -2.05458)
H (-3.48438, -1.51764, -2.87435)
H (-2.04350, -2.06046, -1.94753)
H (-3.46844, -2.62610, -0.26444)
H (-4.89105, -1.79809, -0.99052)
H (-3.70601, -0.89981, 0.14280)
O (-11.18353, 2.05574, -2.27368)
C (-10.09994, 1.51006, -2.30418)
C (-8.97745, 1.98134, -1.46095)
C (-7.78815, 1.38314, -1.49684)
C (-7.53814, 0.22122, -2.37950)
O (-6.45303, -0.32471, -2.40965)
C (-8.65972, -0.25030, -3.22257)
C (-9.84921, 0.34763, -3.18698)
H (-9.17795, 2.83147, -0.82108)
H (-6.95591, 1.71421, -0.88814)
H (-8.45881, -1.10050, -3.86231)
H (-10.68102, 0.01632, -3.79567)

Cartesian forces, eV/Å:
C -0.6 -0.6 -0.8
C -0.4 0.9 0.6
C 0.6 -0.6 -0.2
C 0.1 0.2 0.5
C 0.5 1.1 0.8
C 1.1 0.1 0.1
C -0.5 1.3 -0.5
N -2.5 -3.3 -1.2
C 2.0 -0.9 2.4
C -0.9 -2.4 0.0
C -1.1 0.6 -1.3
B 0.7 1.0 0.2
O -0.6 -1.8 0.2
O -1.2 0.9 -0.1
C -1.8 1.5 -2.4
C 0.4 0.4 0.6
C -0.6 -0.8 -0.1
C 1.7 -0.2 0.5
C 1.5 1.3 0.4
C 1.8 -0.7 2.0
C 0.2 -1.1 0.7
C -1.8 -1.7 0.0
C -1.8 0.6 -2.0
C -0.1 1.1 -0.6
C 2.2 0.5 2.2
P -1.9 0.8 -2.7
O 2.2 -0.5 -0.3
O -0.1 0.6 1.3
C 0.3 -0.4 0.7
N 0.8 3.0 -0.2
C 0.7 -0.6 0.6
C -0.5 -1.4 0.4
C -0.2 0.1 -1.3
C -0.5 -0.2 0.4
C 0.7 -0.9 0.3
H -0.3 -0.2 1.3
H 0.0 -1.0 -0.4
H -0.2 1.2 -0.6
H 0.3 -0.5 1.0
H 0.4 1.0 -0.5
H -0.1 0.9 -0.8
H -0.6 -0.9 -0.6
H 0.0 -1.2 -0.3
H -0.1 -0.2 1.0
H 0.7 -0.5 0.6
H -0.6 0.8 -0.5
H -0.7 -1.1 -0.1
H 0.9 -0.5 -0.1
H -0.5 -1.1 -0.2
H 0.0 0.1 -0.6
H 0.4 -0.2 -0.3
H 0.6 1.2 -0.2
H 0.0 -0.4 -1.1
H 0.0 1.2 0.0
H -0.3 0.0 -1.3
H -0.6 1.0 0.2
H 0.5 0.0 0.9
H 0.7 -0.2 0.7
H -0.4 -1.1 0.5
H -1.1 -0.5 -0.6
H -0.7 0.2 -0.9
H 0.3 1.1 -0.6
H -0.3 0.4 0.2
H -0.2 0.4 0.6
H -0.3 0.3 1.3
H 0.4 0.0 -1.0
H -0.2 -0.7 1.0
H 1.2 0.5 0.6
H 0.7 0.6 0.8
H -0.5 0.9 0.0
H -0.4 1.1 -0.4
H 1.0 0.5 0.3
H -0.3 -0.7 -1.0
O 0.1 -0.1 0.0
C -0.3 0.1 0.0
C 0.2 0.0 0.1
C -0.1 0.2 0.1
C 0.2 -0.1 0.0
O -0.3 0.0 -0.1
C -0.2 0.0 -0.1
C 0.1 -0.2 -0.1
H 0.0 0.0 0.0
H 0.0 0.0 0.0
H 0.0 0.0 0.0
H 0.0 0.0 0.0

Values from the calculation:
Net charge: 0
LUMO energy (eV): -1.7
Maximum force (eV/A): 4.4
SMILES: CCCCCCc1nc2cc(B(O)O)c(CCCc3ccccc3)c(P(O)O)c2nc1[C@H](C)CC.O=C1C=CC(=O)C=C1
ΔE to the lowest compared entry with this formula, charge and spin (kcal per mole): 118.3
Orbital gap (hartree): 0.223
Electronic energy (eV): -60130.9751

---

2.
A cluster of 11 separate species, C33H42F8O33 in total at a distorted geometry. Source: the OMol25 dataset; level of theory: ωB97M-V with the def2-TZVPD basis set.

Cartesian coordinates (Å):
O (-0.94550, -6.30576, -3.43371)
C (-0.05016, -5.87488, -2.73685)
O (-0.05719, -4.72954, -2.11711)
C (1.00944, -4.84426, -1.25683)
C (1.97440, -5.53753, -2.13174)
F (3.02059, -6.09137, -1.60456)
O (1.08345, -6.48592, -2.66250)
H (1.35554, -3.82269, -1.09965)
H (0.77139, -5.37082, -0.33262)
H (2.36139, -4.87147, -2.90290)
O (2.20065, -3.79348, -5.19878)
C (1.78798, -2.74466, -4.75739)
O (2.52439, -1.57129, -4.76353)
C (1.99214, -0.62295, -3.89566)
C (0.55481, -1.04522, -3.93282)
F (-0.02814, -0.44089, -4.98477)
O (0.64104, -2.45898, -4.11629)
H (2.41061, -0.73683, -2.89566)
H (2.14448, 0.39748, -4.24725)
H (0.08883, -0.68420, -3.01597)
O (5.13861, 3.84153, -0.32273)
C (5.15694, 2.87394, 0.46462)
O (6.17267, 2.46979, 1.15502)
C (5.73830, 1.48584, 2.02006)
C (4.48933, 1.00189, 1.35057)
F (3.52377, 0.76748, 2.20248)
O (4.11976, 2.02910, 0.56166)
H (6.34483, 0.59582, 2.18772)
H (5.46829, 1.88487, 2.99779)
H (4.77625, 0.11301, 0.78872)
O (0.73706, 6.12582, -0.11847)
C (1.04988, 5.58291, 0.87668)
O (0.33976, 5.76588, 1.98261)
C (1.09912, 5.24592, 3.13444)
C (2.30787, 4.48685, 2.41637)
F (2.14876, 3.19914, 2.47776)
O (2.12482, 4.71728, 1.04561)
H (1.41667, 6.06367, 3.78139)
H (0.63991, 4.53621, 3.82257)
H (3.29991, 4.87482, 2.64751)
O (-0.33145, -1.79252, 0.30253)
C (0.05856, -0.62049, 0.04068)
O (1.29989, -0.31780, -0.18476)
C (1.46018, 1.07814, -0.04680)
C (0.07983, 1.53599, -0.53349)
F (-0.07189, 1.55070, -1.85121)
O (-0.64554, 0.49286, -0.00487)
H (1.48180, 1.35474, 1.00730)
H (2.27122, 1.52152, -0.62449)
H (-0.17258, 2.48933, -0.06924)
O (-3.02695, -7.32889, 3.14616)
C (-2.85848, -6.45390, 2.30266)
O (-1.79035, -5.79782, 2.17319)
C (-1.89209, -5.21005, 0.90453)
C (-3.32846, -4.86210, 0.80557)
F (-3.66818, -4.93677, -0.43295)
O (-3.88667, -5.83751, 1.60555)
H (-1.21162, -4.36798, 0.77810)
H (-1.65772, -5.92732, 0.11794)
H (-3.66077, -3.94131, 1.28496)
O (0.69680, -3.77153, 2.06358)
C (1.91862, -3.66554, 2.31461)
O (2.96090, -4.27518, 1.66723)
C (4.20597, -3.95045, 2.27108)
C (3.78951, -3.42369, 3.64129)
F (4.57305, -2.36110, 3.93249)
O (2.48797, -3.00416, 3.39077)
H (4.81537, -4.85155, 2.34011)
H (4.67331, -3.17242, 1.66744)
H (3.89039, -4.13442, 4.46152)
O (1.43832, 5.85167, -5.14814)
C (2.19831, 5.21343, -4.38770)
O (2.05221, 5.18754, -3.08051)
C (3.15759, 4.45004, -2.59388)
C (3.55914, 3.48446, -3.71821)
F (2.80653, 2.40351, -3.70358)
O (3.04158, 4.21843, -4.80403)
H (4.06529, 5.05206, -2.55231)
H (2.99303, 4.01920, -1.60625)
H (4.58204, 3.14644, -3.88404)
C (-2.85744, -2.41698, -1.63427)
O (-3.34660, -1.93570, -0.35246)
C (-4.32664, -0.89459, -0.20554)
O (-4.94525, -0.38722, -1.12811)
O (-4.64475, -0.71010, 1.09326)
C (-5.73089, -0.06023, 1.53913)
H (-2.03521, -3.01919, -1.24779)
H (-2.54904, -1.61413, -2.30394)
H (-3.49534, -3.13056, -2.15580)
H (-5.51354, 0.93532, 1.92609)
H (-6.06246, -0.57820, 2.43905)
H (-6.50012, 0.14242, 0.79392)
C (-1.22295, 4.94938, -4.14813)
O (-2.52692, 4.67572, -3.64255)
C (-2.81357, 4.10439, -2.36340)
O (-2.12177, 4.09158, -1.33817)
O (-4.06878, 3.56296, -2.53489)
C (-4.74889, 3.14387, -1.33398)
H (-1.33438, 5.79929, -4.82142)
H (-0.94057, 4.04724, -4.69082)
H (-0.48560, 5.11118, -3.36185)
H (-4.66765, 4.05014, -0.73383)
H (-4.40417, 2.22002, -0.86947)
H (-5.83623, 3.09847, -1.39497)
C (-5.28765, -0.20379, 6.37343)
O (-5.04831, 0.02132, 5.05927)
C (-3.87928, 0.70586, 4.71149)
O (-3.05503, 1.24219, 5.47901)
O (-3.80098, 0.71463, 3.47440)
C (-2.50345, 1.05065, 2.79278)
H (-6.19648, -0.80521, 6.35296)
H (-5.39266, 0.54361, 7.15986)
H (-4.53238, -0.86131, 6.80394)
H (-1.76445, 0.51719, 3.39061)
H (-2.23305, 2.10491, 2.73334)
H (-2.41475, 0.71285, 1.76025)

Cartesian forces, eV/Å:
O 0.5 0.7 1.3
C -4.5 -2.0 -4.5
O -1.6 0.9 0.6
C 2.0 2.7 2.0
C -0.4 0.9 -1.0
F 1.6 -1.5 1.6
O 2.7 -1.7 -0.2
H -0.1 -0.1 0.8
H 0.1 0.0 0.1
H -0.4 0.0 -0.5
O -1.4 2.0 1.0
C 2.1 0.2 -0.4
O 1.6 -1.6 -1.2
C -0.3 -0.1 0.1
C 0.8 0.8 1.0
F -0.7 -0.3 -0.6
O -1.3 0.2 0.2
H 0.1 0.0 0.2
H 0.0 -0.3 -0.2
H -0.8 -1.0 -0.1
O 0.2 -3.0 2.9
C -1.0 4.2 -5.0
O 2.3 0.5 0.5
C -0.8 -1.6 2.1
C 1.6 -1.5 0.2
F -1.5 -0.9 1.5
O -0.6 1.5 -1.4
H 0.9 0.7 -0.3
H 0.2 0.3 0.1
H -0.8 -0.3 -0.4
O 0.5 -0.2 -1.1
C 0.0 0.1 -0.6
O 0.6 -1.2 3.0
C 1.4 -0.1 -1.0
C -1.3 3.0 -0.8
F 0.3 -3.1 1.7
O -1.0 2.0 -0.4
H 0.1 0.3 -0.5
H -0.9 -0.1 -0.7
H 0.1 -0.6 0.5
O 1.1 4.9 -1.3
C -1.8 -5.7 1.4
O 3.1 -0.6 -0.3
C -1.0 1.4 -0.9
C 1.8 0.7 1.8
F 0.0 0.1 -1.3
O -3.5 -0.1 0.5
H 0.5 -0.1 0.0
H 0.0 -0.6 0.1
H -0.6 0.0 -0.4
O 0.0 1.5 -2.4
C -4.4 -3.0 4.4
O 3.7 1.1 -0.8
C 1.8 1.7 -1.0
C 0.8 1.1 2.8
F -1.7 -0.2 -3.1
O -0.5 -2.5 0.5
H -0.1 0.0 0.4
H -0.1 -0.3 0.0
H 0.3 0.6 -0.6
O 5.7 0.7 1.0
C -2.7 -1.0 -0.1
O -1.5 -0.1 -0.5
C -0.3 -0.5 0.1
C 0.6 -0.2 -1.4
F 0.1 0.7 0.4
O -1.7 0.2 0.4
H 0.0 0.1 -0.2
H 0.2 0.0 0.2
H -0.4 0.1 0.1
O 3.4 -1.9 2.4
C -4.2 0.8 -3.7
O 1.0 0.0 0.7
C 2.1 -0.6 0.7
C -1.4 2.0 -0.1
F -1.3 -2.8 0.6
O 0.9 1.3 -1.0
H -0.2 0.7 0.6
H -0.3 0.1 -0.3
H 0.1 0.7 0.2
C 0.2 0.0 0.8
O -2.3 2.5 1.1
C -1.1 -1.7 -1.9
O 1.5 -0.5 1.2
O 4.3 -2.5 -1.7
C -2.6 2.3 1.0
H 0.4 0.3 -0.6
H 0.0 0.0 0.2
H -0.6 0.4 0.2
H 0.5 0.1 -0.2
H -0.4 -0.2 -0.3
H -0.1 -0.7 -0.1
C 0.2 -0.7 0.5
O -1.5 -1.1 3.0
C 0.7 0.3 -0.9
O -1.7 0.0 -2.8
O 1.1 0.0 0.1
C 0.0 1.7 0.9
H 0.2 -0.1 0.2
H 0.3 0.2 -0.3
H -0.2 0.3 0.0
H 0.4 -0.5 1.0
H 0.4 0.2 -0.2
H 0.1 -0.4 -1.3
C -0.5 -2.3 2.9
O 2.2 2.4 -2.4
C 1.0 1.0 5.6
O -2.3 -1.7 -1.0
O 1.2 0.3 -6.1
C 0.2 -0.5 1.2
H -0.2 0.1 0.3
H -0.1 1.1 -0.9
H 0.3 -0.2 -0.1
H 0.2 0.2 -0.1
H -0.7 0.2 0.7
H -1.1 -0.6 0.3

Values from the calculation:
Net charge: 0
LUMO energy (eV): -0.6
Maximum force (eV/A): 6.9
SMILES: O=C1OC[C@@H](F)O1.O=C1OC[C@@H](F)O1.O=C1OC[C@@H](F)O1.O=C1OC[C@@H](F)O1.O=C1OC[C@@H](F)O1.O=C1OC[C@@H](F)O1.O=C1OC[C@@H](F)O1.O=C1OC[C@@H](F)O1.COC(=O)OC.COC(=O)OC.COC(=O)OC
ΔE to the lowest compared entry with this formula, charge and spin (kcal per mole): 137.0
Orbital gap (hartree): 0.366
Electronic energy (eV): -124203.9167

---

3.
A structure of composition C33H42FMgN5Si2 at a distorted geometry. Source: the OMol25 dataset; level of theory: ωB97M-V with the def2-TZVPD basis set.

Cartesian coordinates (Å):
Mg (0.27371, -0.64791, 0.69304)
C (3.78805, -0.30060, 0.94471)
C (3.56151, 0.53653, -0.34690)
C (3.39378, 2.04098, -0.14171)
C (3.25588, 2.85451, -1.27463)
C (3.17660, 4.18837, -1.08370)
C (3.08517, 4.72786, 0.17405)
C (3.15033, 3.86053, 1.25982)
N (3.24248, 2.52745, 1.07398)
N (2.57450, -0.66651, 1.67069)
C (2.68541, -2.07962, 2.12844)
C (2.22063, -2.97305, 1.03305)
C (2.68130, -4.28322, 0.89899)
C (2.24889, -5.05572, -0.18060)
C (1.39864, -4.47827, -1.14035)
C (0.97538, -3.19371, -0.94670)
N (1.44067, -2.41157, 0.07021)
C (2.40813, 0.19158, 2.89216)
C (1.05803, 0.20052, 3.51286)
C (0.94224, 0.93493, 4.70568)
C (-0.27126, 0.90939, 5.35189)
C (-1.35188, 0.21181, 4.81002)
C (-1.18476, -0.52207, 3.66302)
N (0.02551, -0.38900, 2.95338)
H (4.26121, -1.22816, 0.67517)
H (4.36894, 0.27469, 1.62045)
H (4.39701, 0.44809, -1.07615)
H (2.79091, 0.09838, -1.02729)
H (3.21488, 2.39433, -2.27310)
H (3.22670, 4.95535, -1.91793)
H (3.06528, 5.85601, 0.36265)
H (3.21906, 4.31286, 2.26980)
H (3.77740, -2.35233, 2.36242)
H (2.08701, -2.21481, 3.06268)
H (3.26206, -4.69201, 1.72763)
H (2.49630, -6.13136, -0.30221)
H (1.14377, -5.01347, -2.04178)
H (0.21966, -2.68523, -1.58566)
H (3.16412, 0.02100, 3.66218)
H (2.52094, 1.27368, 2.59137)
H (1.74670, 1.55456, 5.04403)
H (-0.33628, 1.42292, 6.27861)
H (-2.31337, 0.32776, 5.41908)
H (-1.96709, -1.14418, 3.08744)
C (-1.88150, -3.44455, 0.61428)
Si (-2.92905, -1.89667, 0.40253)
C (-3.67031, -1.86312, -1.35687)
C (-4.13193, -1.75364, 1.85141)
N (-1.88678, -0.52069, 0.65176)
C (-2.25472, 0.76473, 0.41280)
C (-3.60891, 1.11728, 0.11747)
C (-3.91632, 2.39873, -0.31318)
C (-2.91130, 3.34728, -0.42154)
C (-1.55917, 3.02151, -0.19550)
C (-1.29171, 1.73554, 0.23904)
F (0.07392, 1.52764, 0.66146)
H (-1.71938, -4.01375, -0.35038)
H (-2.40935, -4.10669, 1.32654)
H (-0.90150, -3.24486, 1.07839)
H (-4.02914, -2.80614, -1.74226)
H (-2.87141, -1.54926, -2.03109)
H (-4.52110, -1.13894, -1.36627)
H (-4.23596, -0.71916, 2.17591)
H (-3.87754, -2.42166, 2.70491)
H (-5.16301, -2.09108, 1.46202)
H (-4.40615, 0.39218, 0.28289)
H (-4.91186, 2.71544, -0.63535)
H (-3.13034, 4.33514, -0.81278)
H (-0.81428, 3.78582, -0.27206)
C (-2.70466, 0.15456, -4.58249)
Si (-0.94401, 0.76778, -4.14350)
C (0.20646, 0.12573, -5.40234)
C (-1.11349, 2.70628, -4.04327)
C (-0.45839, 0.05421, -2.54774)
C (0.08370, -0.27044, -1.46510)
H (-3.42537, 0.57104, -3.89301)
H (-2.72788, -0.94936, -4.50197)
H (-3.11283, 0.48503, -5.55876)
H (-0.06107, 0.38965, -6.40575)
H (0.22404, -0.96317, -5.33246)
H (1.24729, 0.44617, -5.26504)
H (-1.42858, 3.18285, -4.98935)
H (-0.12604, 3.01768, -3.73664)
H (-1.82457, 3.04966, -3.27744)

Cartesian forces, eV/Å:
Mg -0.5 0.3 -0.7
C -0.9 0.6 -1.7
C 0.3 -0.2 -0.7
C -1.6 -0.7 -0.7
C 0.4 -1.4 -0.5
C -0.2 2.8 -1.9
C 0.5 1.5 1.9
C 0.1 0.4 -0.6
N 0.9 0.7 1.0
N -1.1 0.1 2.3
C 0.8 0.5 0.7
C -0.2 -0.3 -2.3
C -0.6 -0.4 0.4
C -0.2 -0.2 -0.3
C 0.9 -0.6 0.4
C -0.1 1.8 0.4
N -0.6 -1.7 1.0
C 0.0 1.4 -1.5
C -0.3 0.3 0.7
C -0.9 -0.5 -0.2
C 0.9 0.0 -0.9
C -1.6 -0.1 1.6
C 0.6 0.3 -2.4
N -1.1 -1.7 0.8
H 0.5 -0.2 -0.2
H 1.1 0.4 0.5
H 0.2 -0.1 0.9
H -0.3 0.5 1.0
H 0.3 0.3 0.5
H -0.3 -1.4 0.7
H 0.0 -1.8 -0.4
H -0.4 -0.8 -0.5
H -1.4 0.4 0.0
H 0.4 0.0 -0.7
H 0.0 -0.1 -0.4
H 0.1 1.0 0.3
H -0.3 -0.1 0.1
H 0.8 -0.3 0.3
H 0.1 -0.3 0.0
H 0.4 -1.2 -0.1
H 0.5 0.0 0.3
H -0.4 0.5 0.6
H 1.3 -0.8 -1.3
H 1.3 1.4 1.2
C 0.0 -0.9 -0.3
Si 0.9 1.5 -0.1
C -0.5 0.5 0.8
C -1.9 -1.5 -0.7
N 0.7 -1.0 0.5
C -0.8 -2.2 -0.6
C 0.2 0.8 0.2
C 0.1 0.1 0.0
C 1.0 0.4 -0.7
C -1.4 -0.7 0.7
C 1.0 2.7 0.3
F -1.2 -0.5 -0.2
H -0.2 0.6 1.1
H 0.2 0.0 -0.4
H -0.3 0.0 -0.2
H -0.2 -0.5 0.1
H 0.0 0.4 0.1
H 0.7 -0.5 -0.3
H 0.1 -0.1 0.1
H -0.2 0.5 -0.5
H 1.2 0.4 0.8
H 0.4 0.1 -0.2
H 0.1 -0.4 0.4
H -0.1 0.0 0.1
H 0.5 0.1 -0.1
C 0.3 -0.2 -0.4
Si -2.2 1.0 0.6
C 1.3 -0.2 -0.3
C -0.1 -1.0 -0.2
C 1.3 -0.3 1.8
C -0.8 0.6 -2.1
H -0.1 0.0 0.6
H -0.2 0.5 -0.2
H 0.6 -0.3 0.2
H -0.3 0.2 -0.7
H -0.1 -0.1 0.0
H -0.2 0.0 0.1
H 0.4 -0.3 0.3
H 0.4 0.6 0.0
H 0.2 -0.4 -0.1

Values from the calculation:
Net charge: 0
LUMO energy (eV): 0.2
Maximum force (eV/A): 3.4
ΔE to the lowest compared entry with this formula, charge and spin (kcal per mole): 16.5
Orbital gap (hartree): 0.233
Electronic energy (eV): -66271.8578